# 1
ORCA calculation (ωB97M-V/def2-TZVPD) on a structure of composition C23H18F5N4O3STeZr.

Results
HOMO: -11.1 eV
Max |F|: 0.016 hartree/bohr
Total charge: +1

XYZ file:
```
56
Properties=species:S:1:pos:R:3:mulliken_charge:R:1
Te -0.94 -2.57 2.39 1.832
Zr -0.53 -0.03 0.60 0.722
S -0.78 -2.45 -0.53 -0.295
F -2.28 -0.46 1.28 -0.607
F -0.35 -4.32 2.25 -0.396
F 0.44 -2.56 3.71 -0.490
F -1.81 -1.72 3.86 -0.505
F -2.60 -3.38 2.26 -0.388
O -0.16 0.26 2.92 -0.475
O -4.23 3.35 1.44 -0.636
O -0.23 1.96 0.99 -0.803
N -1.70 1.21 -0.76 0.520
N -2.33 2.11 0.05 -1.314
N 0.26 -0.02 -1.75 0.031
N 1.37 -1.06 1.22 0.593
C 3.80 -2.09 1.95 -0.838
C -1.88 3.35 2.06 0.297
C -0.91 3.82 2.96 -0.359
C 1.43 -4.04 -0.90 -0.880
C 2.01 -0.56 2.27 0.777
C -1.47 2.46 1.00 1.341
C 0.94 -2.90 -0.30 1.170
C -3.23 3.73 2.24 0.527
C 1.48 -0.89 -3.60 -0.916
C -3.56 4.55 3.32 -0.714
C 0.38 -0.77 -4.41 -0.295
C -0.79 -0.22 -3.89 -0.951
C -1.24 4.63 4.01 -0.977
C 3.53 -3.89 0.26 -0.897
C 1.81 -2.21 0.59 -0.444
C -0.81 0.15 -2.57 0.909
C 3.07 -2.73 0.91 0.832
C -1.94 0.89 -1.96 -0.726
C 3.27 -1.06 2.65 -1.208
C -2.59 4.99 4.19 -0.286
C 1.38 -0.51 -2.26 -0.091
C 1.25 0.45 3.11 -0.672
C 2.73 -4.52 -0.64 -0.890
H -4.60 4.82 3.45 0.463
H 4.77 -2.49 2.22 0.469
H 2.22 -0.62 -1.59 0.633
H -2.87 5.63 5.01 0.388
H 0.78 -4.59 -1.56 0.513
H 3.06 -5.42 -1.13 0.451
H 2.42 -1.29 -3.97 0.439
H -2.80 1.22 -2.52 0.491
H -3.87 2.82 0.71 0.541
H -0.48 5.00 4.69 0.434
H -0.58 -0.26 3.63 0.440
H 0.43 -1.07 -5.45 0.453
H 1.48 1.47 2.81 0.255
H 1.51 0.32 4.16 0.691
H 3.78 -0.62 3.50 0.531
H -1.67 -0.07 -4.51 0.444
H 0.12 3.53 2.79 0.426
H 4.51 -4.28 0.51 0.437
```



# 2
ORCA calculation (ωB97M-V/def2-TZVPD) on a structure of composition C23H18F6N7O4RhS2.

Results
HOMO: -14.9 eV
Max |F|: 0.006 hartree/bohr
ΔE to the lowest compared entry with this formula, charge and spin: 0.0 kcal per mole
Total charge: +2

XYZ file:
```
61
Properties=species:S:1:pos:R:3:mulliken_charge:R:1
Rh -0.12 -0.35 -0.26 0.419
S 2.72 -1.80 -0.14 1.061
S 1.44 -1.77 -2.71 1.104
F -0.07 -3.37 -4.08 -0.199
F 1.98 -4.05 -3.83 -0.172
F 4.25 -3.88 -0.04 -0.168
F 3.25 -3.37 1.82 -0.168
F 0.58 -4.17 -2.18 -0.167
F 2.15 -4.31 0.21 -0.172
O 3.78 -0.92 0.21 -0.575
O 1.42 -1.52 0.52 -0.626
O 1.85 -1.06 -3.87 -0.557
O 0.17 -1.27 -2.08 -0.538
N -1.03 2.59 -0.19 0.373
N 2.59 -1.98 -1.69 -0.533
N -1.28 -1.85 0.48 0.638
N -1.76 0.54 -1.02 0.669
N -1.23 -0.40 2.32 -1.186
N 0.88 1.38 -0.88 0.877
N -0.44 0.26 1.63 1.734
C -2.95 -3.59 1.83 -0.434
C 2.87 2.52 -1.56 -1.537
C 2.13 1.38 -1.38 -0.264
C -2.47 -3.90 0.58 -1.126
C -1.63 -3.01 -0.08 -0.203
C 2.24 2.53 2.76 -0.852
C 3.13 -3.48 0.51 0.527
C 0.22 1.34 2.29 0.257
C 0.17 3.16 3.84 -0.726
C -2.64 -0.21 -1.72 -0.293
C 0.30 2.56 -0.63 0.790
C 2.29 3.74 -1.23 -0.546
C -3.84 0.30 -2.15 -1.116
C 0.96 -3.47 -3.25 0.561
C -4.15 1.63 -1.85 -0.447
C -0.49 2.14 3.18 -0.481
C 0.99 3.76 -0.78 -1.245
C -1.74 -1.55 1.71 0.013
C -2.57 -2.39 2.42 -0.493
C 1.58 1.52 2.07 -0.136
C -2.01 1.83 -0.81 0.562
C -3.22 2.40 -1.20 -1.111
C 1.53 3.35 3.63 -0.540
H -1.55 1.97 3.34 0.523
H -1.33 3.51 0.07 0.414
H -4.53 -0.33 -2.70 0.482
H -3.61 -4.27 2.36 0.444
H -2.35 -1.22 -1.94 0.463
H -5.09 2.06 -2.17 0.467
H 2.57 0.42 -1.62 0.685
H -2.72 -4.84 0.09 0.527
H 2.05 4.15 4.15 0.462
H -0.37 3.80 4.52 0.434
H 3.30 2.67 2.62 0.513
H 3.87 2.45 -1.95 0.540
H 0.48 4.69 -0.56 0.453
H 2.84 4.67 -1.36 0.490
H -3.40 3.45 -1.00 0.441
H -1.23 -3.21 -1.06 0.558
H -2.90 -2.10 3.41 0.596
H 2.14 0.86 1.42 0.535
```



# 3
ORCA calculation (ωB97M-V/def2-TZVPD) on a structure of composition C23H18N2O2RhSe.

Results
HOMO (spin up / spin down): -9.2 / -11.3 eV
Expectation value of S²: 6.0515
Max |F|: 0.036 hartree/bohr
Total charge: +1
Spin multiplicity: 5

XYZ file:
```
47
Properties=species:S:1:pos:R:3:mulliken_charge:R:1
Rh -0.58 0.21 -0.34 0.968
Se -2.90 -0.22 -0.42 0.406
O -0.02 1.20 -2.15 -0.407
O -0.82 -0.67 1.38 -0.617
N 1.36 0.32 -0.07 -0.122
N 2.04 -0.12 0.97 -0.575
C -5.16 1.22 -1.40 -0.312
C 0.55 -2.05 4.37 -0.947
C -0.79 1.67 -3.26 -0.920
C -6.87 0.26 -2.79 -0.469
C 2.07 0.89 -1.09 -0.218
C 1.36 1.37 -2.21 1.234
C 1.95 -1.81 4.22 0.792
C 1.51 -0.73 2.03 -0.321
C -6.12 -0.90 -2.92 -0.572
C 4.22 -1.96 5.04 -0.457
C 3.81 -0.92 2.91 -0.140
C 2.43 -1.15 3.05 0.604
C 0.09 -1.01 2.24 1.212
C 4.13 1.61 -2.13 -0.959
C 3.41 2.07 -3.22 -0.710
C 4.69 -1.32 3.89 -0.899
C 2.87 -2.20 5.20 -0.835
C -6.39 1.32 -2.04 -0.564
C -4.43 0.05 -1.52 0.384
C -0.33 -1.67 3.41 -0.785
C 3.47 1.02 -1.07 0.097
C -4.90 -1.02 -2.28 -0.350
C 2.02 1.95 -3.27 -0.528
H 4.91 -2.27 5.81 0.405
H 2.50 -2.69 6.09 0.422
H 0.20 -2.55 5.27 0.389
H -1.84 1.47 -3.03 0.199
H 5.75 -1.14 3.77 0.412
H -6.97 2.22 -1.94 0.391
H -4.78 2.05 -0.81 0.377
H 4.16 -0.42 2.02 0.413
H -0.65 2.74 -3.41 0.364
H -0.52 1.13 -4.17 0.378
H -4.32 -1.93 -2.36 0.343
H -1.39 -1.85 3.51 0.455
H 5.20 1.71 -2.11 0.413
H 1.49 2.32 -4.13 0.449
H 4.00 0.66 -0.20 0.420
H -7.84 0.33 -3.27 0.384
H -6.50 -1.73 -3.50 0.391
H 3.92 2.53 -4.06 0.405
```



# 4
ORCA calculation (ωB97M-V/def2-TZVPD) on a cluster of 2 separate species, C23H18N2O3S in total.

Results
HOMO: -8.0 eV
Max |F|: 0.052 hartree/bohr
ΔE to the lowest compared entry with this formula, charge and spin: 74.5 kcal per mole

XYZ file:
```
47
Properties=species:S:1:pos:R:3:mulliken_charge:R:1
S 0.14 1.07 -1.25 1.010
O -2.58 -1.44 -0.74 -0.736
O 1.50 0.64 -1.01 -0.692
O -0.13 2.49 -1.19 -0.682
N -0.93 0.19 -0.45 -0.256
N 2.44 1.57 2.35 0.264
C 2.23 -2.08 3.17 -0.713
C -1.50 -0.43 -2.64 -0.018
C -3.80 -0.69 1.88 -0.891
C -4.52 0.93 3.54 -0.594
C -4.81 -0.17 2.71 -0.392
C 3.81 2.04 2.47 -0.990
C -1.65 -0.68 -5.04 -0.440
C 0.83 -2.16 3.18 -1.029
C -1.14 1.97 2.21 -0.507
C 0.17 1.53 2.25 1.065
C -2.11 -1.04 -3.75 -0.511
C 0.07 -1.03 2.86 -0.027
C -3.29 1.59 3.45 -0.657
C 1.34 2.33 2.16 -1.164
C 2.08 0.22 2.52 -0.004
C -2.30 1.16 2.52 0.410
C -0.02 0.86 -4.08 -0.477
C 2.87 -0.86 2.89 -0.972
C -1.76 -0.64 -1.19 0.410
C -0.48 0.47 -2.83 0.210
C -0.62 0.27 -5.21 -0.518
C 0.66 0.16 2.50 1.603
C -2.55 -0.07 1.87 -0.088
H -3.97 -1.56 1.24 0.440
H -1.26 3.06 2.02 0.458
H -2.10 -1.14 -5.92 0.349
H 4.47 1.17 2.55 0.286
H 1.39 3.40 2.01 0.459
H 3.95 -0.75 2.98 0.257
H -2.89 -1.78 -3.57 0.463
H -5.27 1.29 4.25 0.369
H -0.28 0.55 -6.20 0.377
H -3.06 2.45 4.08 0.415
H -1.01 -1.08 2.92 0.423
H 4.07 2.65 1.60 0.354
H -1.75 -0.51 1.26 0.774
H 2.81 -2.98 3.39 0.372
H -5.79 -0.64 2.72 0.387
H 3.95 2.66 3.37 0.364
H 0.31 -3.07 3.46 0.428
H 0.78 1.58 -4.14 0.412
```